{
  "formula": "C6H7F3N3",
  "method": "ωB97M-V/def2-TZVPD",
  "species": ["C", "C", "C", "N", "C", "F", "F", "F", "N", "C", "C", "N", "H", "H", "H", "H", "H", "H", "H"],
  "xyz": [[-1.61, -1.93, 0.05], [-0.47, -1.00, 0.04], [0.87, -1.29, 0.00], [1.53, -0.09, -0.01], [2.97, 0.03, 0.00], [3.44, -0.37, 1.17], [3.32, 1.28, -0.21], [3.48, -0.74, -0.94], [0.75, 0.94, 0.01], [-0.51, 0.46, 0.04], [-1.65, 1.20, 0.03], [-1.70, 2.88, 0.05], [-2.48, -1.51, 0.55], [-1.90, -2.18, -0.98], [-1.33, -2.87, 0.53], [1.38, -2.23, -0.02], [-2.65, 0.82, 0.08], [-2.60, 3.25, -0.21], [-0.83, 3.33, -0.19]],
  "largest_force_ev_per_a": 8.23,
  "energy_ev": -18949.33839,
  "charge": 1,
  "smiles": "Cc1cn(C(F)(F)F)nc1C=[NH2+]"
}

{
  "formula": "C6H7FN2",
  "method": "ωB97M-V/def2-TZVPD",
  "species": ["C", "C", "N", "C", "F", "C", "C", "H", "H", "H", "H", "H", "H", "C", "N", "H"],
  "xyz": [[3.08, 0.13, 0.28], [1.84, 0.48, 0.22], [0.79, -0.48, 0.26], [-0.11, -0.46, -0.63], [-0.07, 0.16, -1.79], [-1.33, -1.31, -0.52], [-1.64, -2.08, 0.54], [3.82, 0.88, 0.18], [3.57, -0.84, 0.03], [1.44, 1.45, 0.29], [-1.87, -1.55, -1.45], [-2.55, -2.74, 0.41], [-1.09, -2.18, 1.40], [-2.85, 2.56, -0.21], [-1.97, 1.84, -0.31], [-3.64, 3.24, -0.16]],
  "largest_force_ev_per_a": 3.63,
  "energy_ev": -12030.05022,
  "charge": 0,
  "smiles": "C=C/N=C(\\F)C=C.C#N"
}

{
  "formula": "C6H7FO",
  "method": "ωB97M-V/def2-TZVPD",
  "species": ["C", "C", "C", "C", "C", "C", "O", "F", "H", "H", "H", "H", "H", "H", "H"],
  "xyz": [[-3.47, -0.41, 0.22], [0.43, 0.10, 0.06], [1.74, -0.33, -0.07], [-2.27, 0.07, -0.09], [-0.58, -0.87, -0.19], [2.91, 0.62, 0.16], [-0.62, -2.01, -0.59], [-2.13, 1.46, -0.28], [-4.30, 0.18, 0.04], [-3.66, -1.38, 0.56], [0.24, 0.95, 0.57], [2.04, -1.19, -0.70], [3.74, 0.12, 0.48], [2.80, 1.62, 0.61], [3.11, 1.07, -0.78]],
  "largest_force_ev_per_a": 4.69,
  "energy_ev": -11093.56314,
  "charge": 0,
  "multiplicity": 3
}

{
  "formula": "C6H7FS",
  "method": "ωB97M-V/def2-TZVPD",
  "species": ["F", "C", "C", "C", "C", "C", "C", "S", "H", "H", "H", "H", "H", "H", "H"],
  "xyz": [[-2.73, -0.88, -0.32], [-1.44, -0.26, 0.01], [-1.01, 0.86, -0.64], [0.51, 1.13, -0.76], [1.26, -0.07, -0.07], [0.66, -0.39, 1.24], [-0.43, -1.19, 0.37], [0.70, -1.60, -1.00], [-1.61, 1.57, -1.06], [0.52, 1.92, -0.01], [0.81, 1.37, -1.82], [2.41, 0.05, -0.10], [0.17, 0.46, 1.69], [1.41, -0.92, 1.74], [-1.24, -2.03, 0.74]],
  "largest_force_ev_per_a": 5.88,
  "energy_ev": -19884.71090,
  "charge": 0,
  "smiles": "FC1=CC[C@H]2C[C@@H]1S2"
}

{
  "formula": "C6H7I2N2O2",
  "method": "ωB97M-V/def2-TZVPD",
  "species": ["N", "C", "C", "C", "C", "I", "C", "I", "C", "N", "O", "O", "H", "H", "H", "H", "H", "H", "H"],
  "xyz": [[1.33, 1.74, -1.00], [0.36, 0.98, -0.20], [0.46, 0.82, 1.13], [-0.49, 0.06, 1.91], [-1.01, -1.13, 1.61], [-2.47, -2.03, 2.83], [-0.74, 0.33, -0.94], [-2.42, 1.52, -1.39], [-0.70, -0.99, -1.11], [0.58, -1.66, -1.07], [0.59, -2.84, -0.86], [1.56, -0.96, -1.28], [0.87, 2.41, -1.62], [1.84, 1.03, -1.56], [2.00, 2.24, -0.40], [1.21, 1.36, 1.69], [-0.78, 0.53, 2.84], [-0.69, -1.81, 0.85], [-1.52, -1.60, -1.45]],
  "largest_force_ev_per_a": 2.05,
  "energy_ev": -29599.85102,
  "charge": 1,
  "smiles": "[NH3+]C(=C/C=C/I)/C(I)=C\\[N+](=O)[O-]"
}

{
  "formula": "C6H7I2NO2",
  "method": "ωB97M-V/def2-TZVPD",
  "species": ["C", "C", "C", "C", "C", "C", "N", "O", "O", "I", "I", "H", "H", "H", "H", "H", "H", "H"],
  "xyz": [[-1.43, 0.86, -0.48], [1.68, -0.17, 0.99], [1.75, -0.78, -0.42], [0.68, 0.93, 0.71], [0.29, -0.96, -0.73], [-3.53, 0.07, -1.29], [-0.28, 0.29, -0.25], [-1.75, 1.93, -0.04], [-2.27, 0.10, -1.32], [-0.66, -2.62, 0.33], [-4.31, 0.38, 0.61], [1.26, -0.85, 1.62], [2.53, 0.25, 1.41], [2.28, -0.07, -0.97], [2.46, -1.55, -0.38], [0.17, 1.31, 1.51], [1.22, 1.89, 0.40], [-0.07, -1.01, -1.69]],
  "largest_force_ev_per_a": 3.90,
  "energy_ev": -28118.40746,
  "charge": 0
}

{
  "formula": "C6H7IN2",
  "method": "ωB97M-V/def2-TZVPD",
  "species": ["C", "C", "C", "C", "C", "C", "N", "N", "I", "H", "H", "H", "H", "H", "H", "H"],
  "xyz": [[1.29, 2.40, -0.81], [0.99, 1.08, -0.97], [0.20, 1.85, 0.93], [-0.53, -2.87, 0.23], [-0.07, -1.68, -0.22], [-0.19, -0.50, 0.52], [0.79, 2.86, 0.38], [0.28, 0.71, 0.16], [-3.73, -0.29, 0.01], [1.83, 3.05, -1.46], [1.21, 0.40, -1.76], [-0.32, 1.87, 1.87], [-0.45, -3.76, -0.36], [-1.03, -2.95, 1.18], [0.41, -1.64, -1.19], [-0.67, -0.53, 1.49]],
  "largest_force_ev_per_a": 1.58,
  "energy_ev": -17413.84153,
  "charge": 0
}

{
  "formula": "C6H7IO6",
  "method": "ωB97M-V/def2-TZVPD",
  "species": ["C", "C", "C", "C", "C", "C", "O", "O", "O", "O", "O", "O", "I", "H", "H", "H", "H", "H", "H", "H"],
  "xyz": [[0.69, 0.54, 0.93], [1.68, 1.35, 0.25], [0.04, -0.11, -0.14], [1.49, 1.13, -1.12], [-1.83, -2.03, -0.61], [-1.78, -0.84, 0.13], [0.48, 0.29, -1.32], [0.38, 0.77, 2.24], [2.37, 2.31, 0.85], [2.16, 1.64, -2.22], [-0.74, -2.91, -0.17], [-1.80, -1.05, 1.49], [-3.16, 0.84, -0.35], [-2.73, -2.63, -0.44], [-1.60, -2.07, -1.70], [1.19, 1.25, 2.47], [3.04, 2.84, 0.40], [1.67, 1.27, -2.99], [-0.14, -2.42, 0.39], [-1.41, -0.19, 1.90]],
  "largest_force_ev_per_a": 6.54,
  "energy_ev": -26716.45387,
  "charge": 0
}